No. 1
{
  "formula": "C21H21N5O4S",
  "method": "the ωB97M-V functional and the def2-TZVPD basis",
  "elements": ["C", "O", "C", "C", "C", "C", "C", "N", "C", "C", "O", "N", "N", "C", "O", "C", "S", "C", "N", "C", "C", "C", "C", "C", "C", "C", "N", "C", "C", "O", "C", "H", "H", "H", "H", "H", "H", "H", "H", "H", "H", "H", "H", "H", "H", "H", "H", "H", "H", "H", "H", "H"],
  "coordinates": [[-0.55178, -6.55484, -2.12094], [-1.60874, -6.11402, -2.94050], [-1.73193, -4.78604, -3.19275], [-2.80875, -4.41330, -4.00151], [-3.02272, -3.08649, -4.30494], [-2.16839, -2.10370, -3.82915], [-1.09745, -2.47287, -3.03323], [-0.21099, -1.48354, -2.52944], [1.22109, -1.68542, -2.64401], [1.88591, -1.52602, -1.28318], [2.64600, -2.32175, -0.76906], [1.47971, -0.38719, -0.69138], [1.89798, -0.10271, 0.60599], [2.36209, 1.13516, 0.94060], [2.33753, 2.07236, 0.18178], [2.86663, 1.20683, 2.36952], [2.37038, 2.79272, 3.11082], [0.64398, 2.70041, 2.83059], [0.16729, 1.56609, 2.35012], [-1.13749, 1.45228, 2.12831], [-1.62679, 0.13590, 1.62162], [-2.01809, 2.50411, 2.36684], [-1.54450, 3.70460, 2.87201], [-2.44618, 4.86102, 3.15032], [-0.16839, 3.80696, 3.12473], [0.38567, 4.98783, 3.65624], [0.81762, 5.95516, 4.09636], [0.47303, 0.45413, -1.29687], [-0.66549, -0.39945, -1.86168], [-1.83179, -0.12274, -1.68612], [-0.87680, -3.80663, -2.70368], [-0.65789, -7.63663, -2.06186], [0.42336, -6.31168, -2.55481], [-0.61912, -6.13034, -1.11438], [-3.46247, -5.18718, -4.36983], [-3.86057, -2.80853, -4.92529], [-2.33498, -1.06545, -4.06194], [1.64976, -0.94206, -3.33037], [1.42648, -2.67832, -3.04181], [2.12640, -0.92909, 1.14365], [2.48746, 0.39251, 2.98325], [3.95676, 1.21857, 2.37760], [-2.01625, 0.23530, 0.60818], [-2.43699, -0.22666, 2.25133], [-0.81812, -0.58956, 1.62417], [-3.06889, 2.37614, 2.15886], [-2.38735, 5.14041, 4.20193], [-2.13526, 5.72812, 2.56837], [-3.47627, 4.61789, 2.90311], [0.91168, 1.06358, -2.09711], [0.07462, 1.12946, -0.54061], [-0.05296, -4.06198, -2.05573]],
  "forces_ev_per_angstrom": [[0.2, -0.1, 0.1], [-0.2, 0.1, -0.2], [-0.1, 0.2, -0.1], [0.1, -0.2, 0.1], [0.1, -0.1, 0.1], [0.2, 0.1, 0.1], [-0.4, -0.1, -0.2], [-0.1, -0.4, -0.2], [0.4, 0.0, 0.0], [0.1, -0.1, -0.1], [0.1, -0.2, 0.0], [0.4, 0.4, 0.5], [0.1, -0.7, -0.3], [0.1, -0.4, -0.1], [0.1, 0.2, -0.2], [-0.3, 0.6, 0.2], [0.4, -0.1, 0.0], [-0.1, 0.2, 0.1], [0.0, 0.0, 0.2], [-0.2, 0.2, 0.1], [-0.1, 0.0, 0.0], [0.2, 0.1, 0.0], [0.2, -0.1, 0.0], [-0.1, 0.0, 0.0], [-0.3, -1.0, -0.4], [0.1, 0.4, 0.2], [0.2, 0.3, 0.1], [-0.5, 0.3, -0.1], [0.2, 0.5, 0.4], [-0.2, 0.1, -0.1], [0.0, -0.2, 0.1], [0.1, 0.1, 0.0], [0.0, 0.0, 0.0], [0.0, 0.0, 0.0], [-0.1, -0.1, -0.1], [-0.1, 0.0, -0.1], [0.0, 0.1, 0.0], [0.0, -0.1, 0.0], [0.0, 0.2, 0.1], [-0.1, 0.1, -0.1], [0.1, -0.1, -0.1], [0.0, 0.0, 0.0], [0.0, 0.0, 0.0], [-0.1, -0.1, 0.0], [0.0, 0.0, 0.0], [-0.1, 0.0, 0.0], [0.0, 0.0, 0.0], [0.0, 0.1, 0.0], [0.0, 0.0, 0.0], [-0.1, 0.0, 0.1], [0.0, -0.1, -0.2], [0.1, 0.0, 0.1]],
  "e_above_lowest_kj_mol": 167.97,
  "homo_ev": -8.72,
  "lumo_energy_ha": 0.010,
  "gap_ev": 9.00,
  "spin_multiplicity": 1,
  "total_charge": 0
}



No. 2
{
  "formula": "C21H22AlBeBr4ClF4MgNO7P",
  "method": "the ωB97M-V functional and the def2-TZVPD basis",
  "elements": ["O", "C", "O", "P", "Br", "C", "C", "C", "C", "C", "C", "H", "H", "H", "H", "H", "H", "H", "H", "N", "C", "C", "C", "C", "H", "H", "H", "H", "H", "Mg", "C", "C", "C", "O", "C", "C", "C", "O", "O", "O", "H", "H", "C", "C", "O", "C", "H", "H", "H", "H", "H", "H", "C", "Br", "Br", "Br", "H", "Cl", "Be", "F", "Al", "F", "F", "F"],
  "coordinates": [[-6.76891, 0.58448, -3.26305], [-6.57948, 1.72436, -2.75818], [-5.37142, 2.05980, -2.05465], [-4.32113, 3.05267, -3.02993], [-3.00564, 4.38232, -4.40634], [-7.70743, 2.88502, -2.82574], [-9.06758, 2.62304, -2.10824], [-10.13752, 3.77540, -2.19275], [-9.87070, 5.14899, -2.91193], [-8.51069, 5.41250, -3.61507], [-7.46344, 4.24742, -3.56419], [-4.93735, 4.28093, -2.59140], [-3.18153, 2.62848, -2.26366], [-4.74961, 2.38577, -4.24590], [-9.32742, 1.66665, -1.53799], [-11.14371, 3.56172, -1.69227], [-10.64312, 5.98786, -2.94255], [-8.22925, 6.38443, -4.15360], [-6.46152, 4.46505, -4.09095], [-0.38128, 1.65190, -2.60956], [-0.62343, 0.31075, -2.71322], [0.57232, -0.36034, -2.49282], [1.55563, 0.60733, -2.24444], [0.94002, 1.85024, -2.31902], [-1.06953, 2.38071, -2.72774], [-1.61551, -0.05908, -2.93489], [0.70624, -1.43202, -2.51086], [2.59963, 0.43100, -2.03260], [1.33414, 2.84752, -2.19085], [-12.28048, 3.69944, -3.72544], [3.75576, -2.35403, 1.20698], [3.64973, -2.63264, 2.53235], [3.30031, -1.41508, 3.38714], [3.08771, -1.46134, 4.58623], [3.22207, -0.10249, 2.72245], [3.34529, 0.17603, 1.38520], [3.58652, -1.05833, 0.52379], [3.65167, -1.04274, -0.69342], [3.27792, 1.28628, 0.82355], [3.79735, -3.74130, 3.09149], [3.98877, -3.17229, 0.52752], [3.04074, 0.71380, 3.41198], [7.72692, -2.22454, 7.32815], [6.60445, -2.40382, 6.34037], [6.82844, -2.65702, 5.16918], [5.19846, -2.25853, 6.85628], [8.68353, -2.35728, 6.81730], [7.69260, -1.21819, 7.75105], [7.64700, -2.97124, 8.12115], [5.05200, -1.25355, 7.25831], [5.00715, -3.00695, 7.62871], [4.49431, -2.41345, 6.03706], [9.17658, -4.65104, 2.69304], [10.17673, -3.38738, 3.77204], [7.26613, -4.33306, 2.79710], [9.80373, -4.68705, 0.85694], [9.35800, -5.64021, 3.11079], [-3.08539, 4.67384, -1.29413], [4.36826, -4.84827, 0.51352], [-2.17494, -2.13104, -3.64543], [-1.59345, -3.75106, -4.10363], [-0.92169, -4.56141, -2.67342], [-0.33094, -3.59412, -5.34093], [-2.94204, -4.70485, -4.74889]],
  "forces_ev_per_angstrom": [[0.6, 5.2, 2.3], [0.1, -2.7, -0.6], [-2.8, -0.6, -1.9], [-0.6, -0.2, 0.6], [0.7, 0.3, -0.4], [-2.2, 1.9, 0.3], [0.6, 3.9, -2.3], [3.0, 0.0, -1.4], [2.8, -2.0, -0.4], [-0.7, -4.2, 2.0], [-2.4, 0.1, 1.3], [0.2, -1.3, -0.8], [-1.1, -0.2, -1.1], [0.3, 0.4, 0.9], [0.6, 1.6, -1.1], [1.6, 0.6, -0.3], [1.0, -1.4, 0.3], [-0.7, -1.7, 1.0], [-1.9, -0.6, 0.9], [0.0, 0.0, 0.0], [-1.0, 1.0, -0.2], [1.6, -0.1, 0.4], [0.1, -1.4, -0.1], [-0.9, 0.7, -0.2], [0.1, 0.1, 0.0], [0.1, -0.3, -0.1], [-0.1, 0.1, -0.1], [-0.1, 0.0, 0.1], [0.0, -0.1, 0.0], [0.1, -0.1, -0.3], [0.1, 1.7, -1.3], [0.4, -1.3, 2.6], [-0.8, 1.9, 0.5], [0.1, -0.7, -0.7], [-0.4, -0.9, 2.2], [0.4, 1.1, -2.8], [0.8, -1.1, -0.8], [0.0, 0.4, 0.6], [-0.2, -1.3, 0.8], [0.2, 0.7, -1.3], [-1.0, -0.2, -0.6], [0.3, 0.0, 0.0], [0.4, -0.1, -0.3], [0.0, -0.1, -0.6], [-0.1, 0.3, 0.8], [-0.1, -0.2, -0.4], [-0.1, 0.0, 0.0], [-0.1, -0.1, 0.2], [-0.1, 0.2, 0.1], [0.0, -0.1, 0.2], [0.0, 0.2, 0.1], [0.1, 0.0, 0.2], [0.0, -0.1, 0.0], [-0.2, -0.2, -0.3], [0.3, -0.2, -0.2], [-0.1, 0.0, 0.3], [0.0, 0.3, -0.1], [0.9, 0.9, 1.0], [0.4, -0.4, 0.7], [0.7, -1.2, -0.3], [-0.1, -0.7, -0.3], [-0.6, 1.0, -1.4], [-1.3, 0.0, 1.4], [1.4, 1.1, 0.7]],
  "homo_ev": -7.67,
  "lumo_energy_ha": -0.234,
  "gap_ev": 1.29,
  "spin_multiplicity": 1,
  "total_charge": 0
}



No. 3
{
  "formula": "C21H22As2ClLiNO16",
  "method": "the ωB97M-V functional and the def2-TZVPD basis",
  "elements": ["Li", "O", "Cl", "O", "O", "O", "O", "C", "O", "C", "C", "C", "C", "C", "C", "N", "O", "O", "H", "H", "H", "H", "C", "O", "C", "O", "C", "C", "As", "C", "C", "C", "As", "C", "C", "O", "O", "C", "C", "O", "O", "C", "C", "O", "O", "C", "H", "H", "H", "H", "H", "H", "H", "H", "H", "H", "H", "H", "H", "H", "H", "H", "H", "H"],
  "coordinates": [[-2.95503, 0.34715, 0.58420], [-3.47253, -1.51505, 0.98622], [-2.14621, -2.07043, 0.71407], [-1.66757, -2.86280, 1.80079], [-1.20716, -0.81898, 0.72472], [-2.10890, -2.69946, -0.56508], [-3.84069, 2.25280, 1.19462], [-3.50190, 2.46162, 0.00850], [-2.86697, 1.60530, -0.66974], [-3.95381, 3.68336, -0.72307], [-3.77649, 3.63185, -2.10109], [-4.26988, 4.71650, -2.84254], [-4.75767, 5.86928, -2.19460], [-4.69981, 5.94604, -0.82369], [-4.40591, 4.84131, -0.08114], [-5.05065, 7.23508, -0.10584], [-4.77928, 7.28710, 1.11772], [-5.30134, 8.15975, -0.85534], [-3.26763, 2.84141, -2.62456], [-4.25355, 4.72122, -3.92808], [-5.17568, 6.67376, -2.71449], [-4.59810, 4.80553, 1.03971], [0.54512, 3.24635, 2.00971], [0.76999, 2.06001, 1.16924], [1.87374, 1.40752, 1.59571], [2.72204, 1.94632, 2.33107], [2.09425, 0.15518, 0.88507], [2.72830, -0.87615, 1.51702], [1.47584, -2.41701, 2.06541], [2.85031, -3.74529, 2.61583], [1.16687, -2.86605, 0.20009], [1.02261, -2.04978, -0.83831], [1.38137, -0.09262, -0.92952], [3.10299, -0.47642, -1.87770], [0.18166, -2.56662, -2.00680], [-0.08673, -3.73401, -2.20350], [-0.16784, -1.54506, -2.87435], [-1.39268, -1.85703, -3.54637], [1.36564, -4.31096, 0.01427], [2.09730, -4.83667, -0.83910], [0.53664, -5.01501, 0.87637], [0.47419, -6.45493, 0.66550], [4.20261, -0.88247, 1.93880], [4.44060, -1.22211, 3.09265], [5.05524, -0.30972, 1.01009], [6.42018, -0.37624, 1.39638], [-0.46221, 3.07267, 2.49366], [0.42394, 4.09725, 1.34016], [1.31219, 3.28948, 2.83035], [3.29493, -3.35590, 3.54088], [3.61366, -3.81354, 1.79313], [2.33498, -4.69333, 2.77665], [3.31621, -1.56120, -1.82521], [3.95516, 0.04963, -1.38894], [3.03941, -0.09280, -2.95230], [-2.26331, -1.84104, -2.87908], [-1.43063, -2.87824, -3.92445], [-1.51192, -1.08685, -4.27880], [-0.09392, -6.83241, 1.52837], [1.46641, -6.82182, 0.58705], [-0.09670, -6.65629, -0.28036], [6.99424, 0.14886, 0.60034], [6.81271, -1.41275, 1.48053], [6.49139, 0.09469, 2.34919]],
  "forces_ev_per_angstrom": [[0.3, -0.1, 0.6], [0.0, -0.6, -0.2], [2.6, 3.7, 1.2], [-0.8, -0.9, -0.5], [-2.1, -2.0, -0.6], [-0.2, -0.3, 0.3], [0.0, 0.4, 0.1], [-0.3, -1.2, 0.6], [0.1, 0.6, -0.7], [0.7, 0.2, -0.1], [-0.7, 1.9, -0.6], [-0.2, 0.7, 0.5], [0.7, -1.3, -0.2], [-1.0, 0.2, 0.8], [-0.2, -1.4, 2.1], [2.3, -0.9, 0.5], [-1.3, 0.3, -2.5], [-0.6, 0.2, 1.1], [-0.1, -0.4, 0.4], [0.0, -0.1, 0.1], [-0.3, 1.1, -0.9], [0.6, 0.1, -1.6], [-1.7, -0.9, 0.9], [0.5, 0.4, 1.6], [2.7, 2.3, -0.9], [-1.4, -1.7, -0.5], [-0.9, 0.0, -0.3], [2.0, -1.6, 0.1], [1.2, 1.1, 0.0], [0.4, 0.4, -1.1], [1.5, -0.5, 0.1], [-1.5, 0.8, -0.5], [-0.9, -0.4, -0.1], [0.7, 0.5, -0.5], [1.5, -0.8, -0.8], [-0.1, 1.5, 0.2], [-0.4, -1.4, 1.3], [-0.7, -0.3, 0.2], [-0.8, -2.6, -2.2], [-1.4, 1.1, 2.7], [1.0, 0.0, -0.9], [-1.5, 1.2, -0.5], [-2.5, 1.5, 1.7], [1.3, 0.1, -1.9], [-1.2, -1.6, 1.0], [0.8, -0.3, -0.9], [1.0, 0.2, -0.6], [0.5, 0.1, 0.2], [-0.7, 0.4, -1.3], [-0.1, -0.2, -0.4], [-0.6, -0.2, 1.0], [0.2, 0.1, 0.0], [-0.1, 0.6, -0.3], [-0.7, -0.3, -0.2], [0.0, -0.7, 1.4], [0.4, 0.4, 0.3], [0.6, 0.2, -0.5], [-0.1, 0.2, -0.6], [0.4, 0.0, -0.3], [0.8, -0.6, 0.0], [0.6, 0.2, 0.8], [-0.5, -0.3, 0.7], [-0.5, 0.5, -0.1], [0.5, 0.5, 0.7]],
  "e_above_lowest_kj_mol": 0.00,
  "homo_ev": [-5.52, -5.81],
  "lumo_energy_ha": [0.040, 0.052],
  "gap_ev": [6.59, 7.22],
  "spin_multiplicity": 1,
  "total_charge": -1
}



No. 4
{
  "formula": "C21H22BrIrN7OSe",
  "method": "the ωB97M-V functional and the def2-TZVPD basis",
  "elements": ["Ir", "O", "C", "C", "C", "N", "C", "Br", "C", "H", "H", "H", "H", "Se", "N", "C", "C", "C", "C", "C", "N", "C", "C", "N", "C", "C", "C", "C", "C", "N", "H", "H", "H", "H", "H", "H", "C", "C", "C", "C", "N", "N", "H", "H", "H", "H", "H", "H", "H", "H", "H", "H", "H", "H"],
  "coordinates": [[-0.51718, -0.57321, 0.58455], [-4.98990, 3.42234, 1.88765], [-4.10201, 2.55766, 1.47969], [-4.10756, 1.92537, 0.22149], [-3.10852, 1.04200, -0.08947], [-2.10438, 0.74745, 0.77446], [-2.13378, 1.35433, 1.98001], [-0.66093, 0.78768, 3.04130], [-3.06696, 2.24818, 2.39288], [-5.70106, 3.60900, 1.25416], [-4.89097, 2.12308, -0.49883], [-3.09029, 0.53068, -1.04301], [-3.04851, 2.70603, 3.37310], [1.58499, -7.85707, 2.17853], [2.40439, -6.48295, 1.36838], [1.55315, -5.51079, 1.32499], [1.83466, -4.20412, 0.74439], [3.05465, -3.90540, 0.13312], [3.22792, -2.64839, -0.41483], [2.19554, -1.73174, -0.32344], [1.02436, -2.00396, 0.28112], [0.83593, -3.23330, 0.80019], [-0.48748, -3.51428, 1.39314], [-1.38241, -2.52097, 1.35373], [-2.61526, -2.72357, 1.83981], [-3.00909, -3.93072, 2.39589], [-2.09398, -4.96561, 2.45418], [-0.80918, -4.75732, 1.94069], [0.20953, -5.79092, 1.93289], [0.05490, -6.97787, 2.43123], [3.83785, -4.65266, 0.08777], [4.14833, -2.37423, -0.91124], [2.29022, -0.74576, -0.75680], [-3.30451, -1.89150, 1.77100], [-4.01603, -4.04949, 2.77187], [-2.35744, -5.92439, 2.88463], [0.98198, 5.05069, -2.55067], [2.05346, 3.95743, -2.56428], [3.46040, 4.53929, -2.53752], [1.85514, 3.00493, -3.74511], [1.92118, 3.16795, -1.29069], [0.77183, 2.69233, -0.80688], [1.16951, 5.70267, -3.40314], [1.03270, 5.66381, -1.65034], [-0.02802, 4.65436, -2.67663], [3.59802, 5.15509, -3.42490], [4.22032, 3.75674, -2.56247], [3.61844, 5.17951, -1.66782], [1.91210, 3.58402, -4.66601], [0.87402, 2.52408, -3.72676], [2.63306, 2.24296, -3.77877], [2.70559, 3.14878, -0.64302], [0.01520, 2.84961, -1.46764], [0.54606, 3.04213, 0.12342]],
  "forces_ev_per_angstrom": [[-0.4, -0.6, 0.1], [0.0, 0.0, 0.0], [0.0, 0.0, 0.0], [0.0, 0.0, 0.0], [0.0, 0.0, 0.0], [0.1, 0.1, -0.1], [0.1, 0.0, 0.0], [-0.1, 0.0, 0.0], [0.0, 0.0, 0.0], [0.0, 0.0, 0.0], [0.0, 0.0, 0.0], [0.0, 0.0, 0.0], [0.0, 0.0, 0.0], [0.0, 0.0, 0.0], [0.0, 0.0, 0.0], [0.0, 0.0, 0.0], [0.0, 0.0, 0.0], [0.0, 0.0, 0.0], [0.0, 0.0, 0.0], [0.0, 0.0, 0.0], [0.1, 0.1, 0.1], [0.0, 0.0, 0.0], [0.0, 0.0, 0.0], [0.1, 0.0, 0.1], [0.0, 0.0, 0.0], [0.0, 0.0, 0.0], [0.0, 0.0, 0.0], [0.0, 0.0, 0.0], [0.0, 0.0, 0.1], [0.0, 0.0, 0.0], [0.0, 0.0, 0.0], [0.0, 0.0, 0.0], [0.0, 0.0, 0.0], [0.0, 0.0, 0.0], [0.0, 0.0, 0.0], [0.0, 0.0, 0.0], [0.0, 0.0, 0.1], [0.0, -0.2, -0.2], [0.0, 0.0, 0.0], [0.0, 0.0, 0.0], [0.0, 0.2, 0.2], [0.1, 0.5, -0.4], [0.0, 0.0, 0.0], [0.0, 0.0, 0.0], [0.0, 0.0, 0.0], [0.0, 0.0, 0.0], [0.0, 0.0, 0.0], [0.0, 0.0, 0.0], [0.0, 0.0, 0.0], [0.0, 0.0, 0.0], [0.0, 0.0, 0.0], [0.0, 0.1, 0.0], [0.0, 0.0, 0.0], [0.1, -0.2, 0.1]],
  "homo_ev": [-20.09, -20.40],
  "lumo_energy_ha": [-0.446, -0.552],
  "gap_ev": [7.96, 5.39],
  "spin_multiplicity": 6,
  "total_charge": 4
}



For the records above, the corresponding energy values read -48593.6755, -363237.8708, -190778.3698, -172796.2506 eV.